Entry one
Formula: C2H2N4O
Source: the OMol25 dataset
Level of theory: ωB97M-V/def2-TZVPD

CARTESIAN COORDINATES (ANGSTROEM)
C -1.080 1.131 0.274
C -0.367 -1.074 -0.322
N -1.223 -0.232 0.071
N -0.226 1.762 -0.302
N 0.964 -1.091 0.077
N 1.859 -0.272 -0.008
O 2.847 0.144 0.381
H -2.144 1.565 0.581
H -0.629 -1.933 -0.752

Computed properties:
- net charge = 0
- E_LUMO (alpha / beta) (eV) = -0.91 / -0.80
- frontier orbital gap (alpha / beta) (eV) = 9.12 / 7.91
- HOMO energy (alpha / beta) (eV) = -10.03 / -8.70


Entry two
Formula: C2H2N4O
Source: the OMol25 dataset
Level of theory: ωB97M-V/def2-TZVPD

CARTESIAN COORDINATES (ANGSTROEM)
O 1.971 -0.050 -1.727
C 1.109 0.069 -0.920
N 1.143 -0.364 0.415
C 0.037 -0.408 0.999
N -1.137 0.034 0.471
N -1.178 0.459 -0.831
N -0.094 0.601 -1.456
H 0.134 -0.543 2.140
H -1.983 0.202 0.910

Computed properties:
- net charge = 0
- E_LUMO (eV) = -0.27
- SMILES string = O=c1nc[nH]nn1
- frontier orbital gap (eV) = 9.58
- HOMO energy (eV) = -9.85


Which structure loses on stability? entry one does.


Entry one
Formula: C2H2N4O
Source: the OMol25 dataset
Level of theory: ωB97M-V/def2-TZVPD

CARTESIAN COORDINATES (ANGSTROEM)
C -1.076 0.670 0.243
C -0.641 -0.113 -0.881
N -0.053 0.992 0.934
N 0.347 -0.897 -0.637
N 1.086 0.824 1.158
N 1.340 -0.943 0.103
O 2.039 -1.876 0.376
H -1.928 1.252 0.491
H -1.113 0.091 -1.786

Computed properties:
- net charge = 0
- E_LUMO (eV) = -0.42
- frontier orbital gap (eV) = 8.27
- HOMO energy (eV) = -8.69


Entry two
Formula: C2H2N4O
Source: the OMol25 dataset
Level of theory: ωB97M-V/def2-TZVPD

CARTESIAN COORDINATES (ANGSTROEM)
C -1.033 -0.339 0.681
C -0.856 0.068 -0.652
N -0.036 0.088 1.417
N 0.372 0.065 -1.128
N 1.050 0.503 1.341
N 1.471 0.176 -0.585
O 2.559 -0.209 -0.904
H -1.897 -0.759 1.154
H -1.629 0.407 -1.324

Computed properties:
- net charge = 0
- E_LUMO (eV) = -0.45
- frontier orbital gap (eV) = 8.26
- HOMO energy (eV) = -8.71


Which structure loses on stability? entry one does.


Entry one
Formula: C28H84O14
Source: the OMol25 dataset
Level of theory: ωB97M-V/def2-TZVPD

CARTESIAN COORDINATES (ANGSTROEM)
C -4.805 -0.624 -1.122
C -3.476 0.100 -1.234
O -3.508 1.351 -0.534
H -4.979 -0.890 -0.084
H -4.813 -1.488 -1.776
H -5.579 0.094 -1.494
H -3.270 0.268 -2.319
H -2.699 -0.601 -0.786
H -3.273 1.141 0.425
C 1.980 4.097 2.006
C 0.505 3.812 1.526
O -0.402 3.285 2.502
H 2.508 3.276 2.500
H 1.911 4.878 2.737
H 2.527 4.253 1.067
H 0.530 3.063 0.754
H 0.059 4.640 0.985
H -0.327 3.763 3.369
C -0.820 0.382 4.973
C 0.420 0.043 4.146
O 1.062 1.134 3.467
H -0.648 0.895 5.984
H -1.336 -0.573 5.152
H -1.514 0.958 4.329
H 0.124 -0.652 3.372
H 1.138 -0.487 4.783
H 0.418 1.699 2.985
C -2.459 -2.377 -4.891
C -1.194 -1.635 -5.244
O -1.089 -0.426 -4.422
H -2.778 -2.965 -5.724
H -3.260 -1.663 -4.591
H -2.284 -3.122 -4.079
H -1.304 -1.170 -6.277
H -0.281 -2.221 -5.220
H -0.148 -0.152 -4.430
C -2.957 5.201 -0.047
C -2.264 4.673 -1.283
O -1.560 3.430 -1.188
H -3.249 6.263 -0.060
H -2.287 5.091 0.778
H -3.868 4.659 0.114
H -1.491 5.436 -1.475
H -2.854 4.630 -2.203
H -2.209 2.783 -0.869
C 0.077 -3.984 -2.053
C 1.491 -4.027 -1.467
O 2.106 -2.739 -1.708
H -0.508 -3.190 -1.622
H -0.455 -4.909 -1.868
H 0.231 -3.773 -3.086
H 2.030 -4.885 -1.777
H 1.457 -4.057 -0.394
H 2.206 -2.295 -0.840
C 5.510 2.930 -1.299
C 5.527 2.385 0.108
O 4.979 1.084 0.057
H 6.320 3.605 -1.562
H 4.546 3.430 -1.444
H 5.544 2.201 -2.123
H 4.978 3.071 0.807
H 6.518 2.283 0.473
H 4.447 0.951 0.821
C 5.113 -1.547 2.805
C 3.742 -1.018 3.185
O 3.332 0.087 2.362
H 5.654 -1.913 3.769
H 5.871 -0.829 2.347
H 5.028 -2.383 2.086
H 3.532 -0.808 4.247
H 3.020 -1.777 3.099
H 2.510 0.453 2.839
C 3.065 -0.563 -6.022
C 3.177 -0.702 -4.531
O 1.898 -1.195 -4.179
H 4.026 -0.267 -6.536
H 2.442 0.267 -6.285
H 2.634 -1.555 -6.402
H 3.377 0.271 -4.075
H 3.967 -1.441 -4.237
H 1.885 -1.426 -3.215
C -5.371 1.439 2.393
C -4.132 2.288 2.655
O -2.994 1.596 2.047
H -6.093 1.859 3.132
H -5.151 0.369 2.555
H -5.617 1.544 1.349
H -3.831 2.516 3.651
H -4.208 3.220 2.076
H -2.260 2.164 2.228
C -3.595 -4.349 0.477
C -2.820 -3.545 1.450
O -3.294 -3.714 2.772
H -3.333 -4.120 -0.516
H -4.591 -4.267 0.788
H -3.326 -5.376 0.660
H -2.867 -2.500 1.159
H -1.723 -3.737 1.336
H -3.354 -4.616 2.990
C 0.602 2.801 -3.834
C 1.524 3.500 -2.884
O 1.108 3.488 -1.469
H 0.908 2.996 -4.837
H -0.407 3.169 -3.725
H 0.579 1.712 -3.663
H 1.692 4.567 -3.116
H 2.547 3.118 -3.055
H 0.137 3.373 -1.374
C 0.252 -5.482 4.264
C 0.219 -4.053 3.824
O -0.837 -3.442 4.555
H 0.498 -5.622 5.334
H 1.053 -6.044 3.628
H -0.704 -6.028 4.121
H 0.023 -3.954 2.776
H 1.144 -3.537 4.065
H -1.577 -3.267 3.971
C 0.154 -0.140 -0.980
C 0.305 -0.520 0.537
O 1.397 -1.407 0.647
H -0.044 -0.982 -1.517
H 1.166 0.228 -1.299
H -0.666 0.456 -1.126
H -0.598 -1.071 0.880
H 0.432 0.279 1.241
H 2.175 -0.894 0.951

Computed properties:
- net charge = 0
- E_LUMO (eV) = 0.38
- frontier orbital gap (eV) = 9.82
- HOMO energy (eV) = -9.44


Entry two
Formula: C28H84O14
Source: the OMol25 dataset
Level of theory: ωB97M-V/def2-TZVPD

CARTESIAN COORDINATES (ANGSTROEM)
C -10.156 12.576 20.082
C -8.931 12.996 20.930
O -8.269 14.053 20.288
H -10.847 12.062 20.750
H -9.910 12.016 19.180
H -10.799 13.423 19.840
H -8.252 12.202 21.238
H -9.375 13.246 21.894
H -7.413 13.940 20.708
C -15.143 13.365 22.890
C -13.937 12.454 23.237
O -13.010 13.169 24.063
H -14.867 14.141 22.175
H -15.795 13.746 23.675
H -15.879 12.764 22.355
H -13.335 12.273 22.347
H -14.257 11.580 23.804
H -13.464 13.313 24.897
C -6.763 10.343 17.566
C -7.818 10.617 16.466
O -9.021 11.108 17.173
H -6.045 9.579 17.268
H -7.172 10.024 18.525
H -6.307 11.324 17.695
H -8.136 9.766 15.864
H -7.476 11.296 15.685
H -9.373 10.419 17.741
C -8.164 9.397 22.583
C -7.238 9.554 21.365
O -6.129 8.642 21.467
H -7.642 9.464 23.538
H -8.704 8.472 22.781
H -8.868 10.229 22.556
H -6.699 10.489 21.519
H -7.771 9.388 20.429
H -5.699 8.768 20.618
C -5.346 12.681 23.887
C -3.838 12.638 23.735
O -3.419 13.845 23.229
H -5.665 11.648 24.021
H -5.819 13.044 22.975
H -5.569 13.360 24.710
H -3.380 11.841 23.149
H -3.454 12.360 24.717
H -2.675 13.763 22.628
C -11.595 14.544 16.996
C -11.944 14.931 15.515
O -10.676 15.166 14.819
H -11.367 15.454 17.552
H -10.760 13.852 17.099
H -12.490 14.120 17.451
H -12.481 15.880 15.517
H -12.577 14.170 15.059
H -10.095 14.403 14.868
C -10.497 6.868 17.964
C -10.411 8.360 17.608
O -10.226 9.307 18.644
H -9.597 6.575 18.504
H -10.745 6.199 17.140
H -11.348 6.745 18.633
H -11.388 8.469 17.138
H -9.743 8.496 16.757
H -11.090 9.627 18.912
C -13.130 16.710 23.087
C -11.689 16.568 23.537
O -11.232 15.364 22.898
H -13.342 16.123 22.193
H -13.419 17.738 22.865
H -13.843 16.337 23.822
H -11.576 16.461 24.616
H -11.261 17.482 23.125
H -11.831 14.653 23.140
C -4.929 14.334 20.159
C -4.753 13.616 18.834
O -3.801 12.534 18.870
H -5.395 13.659 20.876
H -5.621 15.177 20.158
H -3.916 14.521 20.515
H -4.370 14.328 18.104
H -5.729 13.291 18.473
H -3.512 12.460 17.958
C -6.425 15.987 24.228
C -7.473 16.019 23.119
O -8.525 16.997 23.428
H -5.491 15.619 23.802
H -6.778 15.286 24.984
H -6.256 16.948 24.712
H -7.837 15.005 22.954
H -7.012 16.403 22.209
H -9.313 16.451 23.385
C -13.556 10.886 17.685
C -13.536 10.709 19.255
O -12.744 9.587 19.649
H -13.647 11.952 17.477
H -14.352 10.267 17.271
H -12.707 10.460 17.152
H -14.548 10.656 19.657
H -13.025 11.568 19.690
H -12.800 9.537 20.606
C -9.471 17.269 19.119
C -7.986 17.413 19.234
O -7.458 16.209 18.806
H -9.712 17.063 18.076
H -10.131 18.106 19.347
H -9.875 16.400 19.639
H -7.737 17.429 20.295
H -7.636 18.337 18.775
H -8.038 15.505 19.106
C -8.554 12.028 25.723
C -9.557 12.695 24.747
O -10.662 11.841 24.695
H -8.958 12.144 26.729
H -7.638 12.618 25.689
H -8.364 10.975 25.516
H -9.003 12.671 23.809
H -9.914 13.674 25.068
H -11.411 12.275 24.280
C -11.311 7.615 21.673
C -11.527 9.084 22.200
O -12.928 9.326 22.263
H -10.248 7.374 21.635
H -11.653 7.508 20.644
H -11.952 6.871 22.146
H -11.065 9.850 21.576
H -11.099 9.168 23.199
H -13.213 9.198 23.170

Computed properties:
- net charge = 0
- E_LUMO (eV) = 0.10
- frontier orbital gap (eV) = 9.44
- HOMO energy (eV) = -9.34


Which structure loses on stability? entry two does.